[1]
156
Properties=species:S:1:pos:R:3 method="wB97M-V/def2-TZVPD" energy_ha=-2741.8429 largest_force_ev_per_a=8.660
C 5.8659 -0.7697 12.3372
O 5.9859 -1.4643 13.5574
C 6.5736 -0.7009 14.6450
C 8.0780 -0.3542 14.4612
N 8.9885 -1.4843 14.4936
C 10.2465 -1.3521 13.8341
C 10.0709 -1.4949 12.2825
O 9.2125 -2.5378 11.9333
C 9.8973 -3.8216 11.9893
H 6.7837 -0.8251 11.7519
H 5.5750 0.2428 12.6171
H 5.0670 -1.2513 11.7734
H 6.4883 -1.2695 15.5710
H 5.9391 0.1633 14.8418
H 8.3686 0.1221 15.3976
H 8.3652 0.3077 13.6442
H 8.5339 -2.0605 13.7997
H 10.9613 -2.1250 14.1164
H 10.6112 -0.3272 13.9018
H 11.0306 -1.4390 11.7687
H 9.6501 -0.5355 11.9816
H 10.6681 -3.8913 11.2218
H 9.2599 -4.6962 11.8592
H 10.3513 -3.8456 12.9799
C 12.4578 6.7611 12.7696
O 12.2967 5.8702 11.7556
C 10.9629 5.4498 11.3659
C 11.1943 4.1616 10.5718
N 11.6672 2.9286 11.2791
C 12.1979 1.9706 10.3075
C 12.5753 0.6432 11.0753
O 12.9503 -0.4056 10.1832
C 11.7995 -0.8748 9.4232
H 12.1036 6.1900 13.6278
H 11.8039 7.6213 12.6264
H 13.4467 7.1007 13.0776
H 10.3411 6.1909 10.8638
H 10.4015 5.2693 12.2826
H 11.8836 4.4011 9.7621
H 10.2469 3.9979 10.0582
H 12.2350 3.2579 12.0467
H 13.0551 2.3099 9.7260
H 11.2963 1.6943 9.7609
H 11.8261 0.3121 11.7944
H 13.5145 0.8086 11.6031
H 12.1807 -1.8194 9.0352
H 11.4875 -0.1614 8.6604
H 10.8872 -1.0354 9.9978
C 5.9233 4.8003 16.5616
O 7.0778 4.0844 16.4141
C 7.3554 3.0924 17.3708
C 8.8397 2.7910 17.3450
N 9.2724 1.8163 18.2855
C 10.6658 1.6996 18.5718
C 11.0520 0.8170 19.8148
O 10.7335 1.6041 20.9956
C 11.3098 0.9798 22.1441
H 5.0854 4.1032 16.5595
H 5.7312 5.5062 15.7536
H 5.7475 5.3054 17.5114
H 6.7655 2.2054 17.1401
H 7.1300 3.4753 18.3661
H 9.2741 3.7337 17.6779
H 9.1436 2.5837 16.3190
H 8.9154 2.1693 19.1619
H 11.0039 2.6942 18.8625
H 11.1794 1.5007 17.6312
H 12.1404 0.7586 19.8010
H 10.7012 -0.2150 19.8109
H 10.7506 0.0488 22.2378
H 11.0376 1.4935 23.0661
H 12.3631 0.7172 22.0464
C 10.5834 -2.6863 18.5700
O 11.6813 -2.5152 17.6743
C 11.4883 -1.3763 16.9005
C 12.6698 -1.0148 15.9207
N 12.6015 -1.5351 14.5417
C 13.6069 -0.8452 13.6570
C 13.2360 -1.0906 12.1580
O 13.8651 -2.2182 11.6584
C 13.5250 -2.5004 10.2854
H 9.6323 -2.8589 18.0663
H 10.5426 -1.9152 19.3393
H 10.7846 -3.6445 19.0489
H 11.3558 -0.5083 17.5463
H 10.5095 -1.5295 16.4459
H 13.6020 -1.3783 16.3533
H 12.7911 0.0679 15.8861
H 12.9474 -2.4835 14.5742
H 14.5635 -1.2982 13.9173
H 13.5771 0.2108 13.9257
H 13.5168 -0.2757 11.4908
H 12.1572 -1.1584 12.0180
H 13.7708 -1.6284 9.6794
H 12.4689 -2.7635 10.2261
H 14.1217 -3.3129 9.8709
C 11.3064 4.8116 17.9309
C 12.2053 4.5024 16.6895
C 13.6918 4.7092 17.0488
O 12.1541 3.2082 16.1743
H 10.2604 4.8064 17.6242
H 11.6782 5.7237 18.3977
H 11.4744 4.0092 18.6493
H 11.9022 5.2457 15.9521
H 13.8264 5.4218 17.8626
H 14.2830 4.9593 16.1679
H 14.0655 3.7331 17.3580
H 11.4871 3.2104 15.4839
C 9.6822 5.4184 13.8444
C 8.5280 5.2236 14.8482
C 7.3299 5.8688 14.3131
O 8.2933 3.8445 14.9010
H 9.5009 5.1682 12.7991
H 10.6586 5.0124 14.1091
H 9.9708 6.4667 13.7672
H 8.7474 5.5608 15.8612
H 6.9839 5.4424 13.3715
H 7.4773 6.9474 14.2591
H 6.4463 5.8127 14.9488
H 7.7788 3.6467 15.6870
C 7.0139 1.9664 13.4435
C 6.1536 3.0777 12.8831
C 6.3835 3.3109 11.4060
O 4.7653 2.6975 13.0421
H 8.0557 2.2861 13.4677
H 7.0972 1.2273 12.6467
H 6.6344 1.5501 14.3766
H 6.3802 3.9350 13.5170
H 6.0843 2.4787 10.7688
H 7.4360 3.5453 11.2467
H 5.7667 4.1639 11.1231
H 4.2654 3.4478 12.7123
C 10.2763 2.2048 13.2207
C 10.0795 2.0666 14.7314
C 11.0959 1.1360 15.3671
O 10.3540 3.3829 15.2264
H 11.3404 2.3124 13.0107
H 9.6949 3.0402 12.8306
H 9.9160 1.3406 12.6625
H 9.0408 1.8333 14.9653
H 10.9166 1.2260 16.4385
H 12.1518 1.3923 15.2803
H 10.9405 0.1034 15.0545
H 9.6995 3.9671 14.8365
C 15.4055 3.1610 14.5892
C 14.0203 2.7054 14.1327
C 13.1448 3.7806 13.5490
O 14.3668 1.8255 13.0211
H 15.8791 3.7685 13.8180
H 16.1150 2.3670 14.8223
H 15.1662 3.7693 15.4614
H 13.4826 2.1788 14.9211
H 12.2296 3.2481 13.2903
H 13.6703 4.3918 12.8152
H 12.8973 4.4950 14.3341
H 14.5610 0.9657 13.4014

=====

[2]
14
Properties=species:S:1:pos:R:3 method="wB97M-V/def2-TZVPD" energy_ha=-270.3505 largest_force_ev_per_a=0.425
C 1.3638 -0.3843 0.4634
C 0.6368 0.6592 -0.3508
C -0.7366 0.4632 -1.0274
C -1.7252 -0.1830 -0.0856
O -1.3580 0.6094 0.9427
C -0.5256 1.4374 0.0995
H 0.6909 -0.8983 1.1532
H 2.1610 0.0882 1.0470
H 1.8192 -1.1314 -0.1939
H 1.2792 1.2491 -1.0050
H -0.8715 0.6070 -2.0920
H -0.7725 -2.9235 0.3355
H -1.3045 -2.4047 0.2482
H -0.6710 2.5089 0.1592

=====

[3]
45
Properties=species:S:1:pos:R:3 method="wB97M-V/def2-TZVPD" energy_ha=-1490.1197 largest_force_ev_per_a=1.065
N 4.6809 -2.9264 -2.3514
C 3.9345 -4.1869 -2.4974
C 2.4605 -4.0287 -2.2262
C 1.9091 -2.8238 -1.8076
C 0.5444 -2.7001 -1.5410
C -0.2408 -3.8183 -1.7127
C 0.2752 -5.0244 -2.1614
C 1.6288 -5.1490 -2.4201
Cl 2.2906 -6.6588 -2.9379
C -0.8467 -6.0137 -2.2792
O -0.8746 -7.0829 -2.8048
N -1.9236 -5.3749 -1.6591
C -1.7036 -4.0037 -1.4814
O -2.5503 -3.2132 -1.1791
H 5.6603 -3.1646 -2.2381
H 4.4295 -2.5445 -1.4440
H 4.3006 -4.9168 -1.7651
H 4.0964 -4.6346 -3.4740
H 2.5280 -1.9510 -1.6850
H 0.1046 -1.7772 -1.2177
H -2.8470 -5.7018 -1.9104
C -2.2068 1.5165 -0.3181
C -1.7953 1.3873 1.1434
C -0.2899 1.5626 1.3615
C 0.4901 0.5205 0.6997
N 1.0970 -0.2948 0.1652
H -1.7491 0.7391 -0.9334
H -3.2881 1.4195 -0.4155
H -1.9174 2.4860 -0.7170
H -2.1185 0.4129 1.5168
H -2.3177 2.1438 1.7300
H -0.0644 1.5375 2.4296
H 0.0262 2.5400 0.9921
C -0.0603 5.6051 3.7622
C -0.9338 6.7101 3.1792
C -2.2337 6.1817 2.5642
C -1.9863 5.3059 1.4210
N -1.7839 4.6090 0.5312
H 0.2593 4.9021 2.9910
H 0.8352 6.0273 4.2171
H -0.5971 5.0471 4.5320
H -0.3685 7.2619 2.4262
H -1.1903 7.4205 3.9665
H -2.8537 7.0167 2.2342
H -2.8098 5.6369 3.3145

=====

[4]
10
Properties=species:S:1:pos:R:3 method="wB97M-V/def2-TZVPD" energy_ha=-318.4275 largest_force_ev_per_a=2.726
N 3.1366 1.6824 0.4109
C 2.1599 1.2792 -0.0519
C 0.8932 0.8202 -0.5727
C 0.0468 -0.0220 0.0149
N 0.0802 -0.4748 1.2993
C 1.0391 -0.2860 2.2341
N 1.8881 -0.1334 3.0072
H 0.6132 1.2811 -1.6131
H -0.7649 -0.2437 -0.5807
H -0.4155 -1.3508 1.4746

=====

no.,LUMO level (eV),HOMO energy (eV),frontier orbital gap (eV)
1,0.28,-7.6,7.9
2,0.72,-8.6,9.3
3,0.05,-9.2,9.2
4,0.18,-9.7,9.9